# KN2O6

A structure of composition KN2O6 in a non-equilibrium geometry (the ωB97M-V functional and the def2-TZVPD basis, the Open Molecules 2025 dataset).

Each line ends with the Mulliken charge.
Geometry (Å):
K  0.40399  -0.11799  0.98556  0.99
N  -1.74219  5.50764  0.72127  1.01
O  -0.55410  5.74960  0.85077  -0.68
O  -2.46313  6.40074  0.39192  -0.63
O  -2.19440  4.39001  1.05100  -0.70
N  1.55108  -5.47643  -0.96948  0.93
O  1.85420  -6.64470  -1.35958  -0.63
O  1.91214  -5.08238  0.17204  -0.67
O  1.23243  -4.72645  -1.84347  -0.63

Net charge ... -1
Relative energy (zero: lowest compared OMol25 entry of this formula, charge and spin) ... 0.0 kJ/mol
DFT total energy ... -31583.875 eV
Orbital gap ... 4.9 eV